11 unconnected molecules or ions with the total composition C24H50N6O5S5. Source: the Open Molecules 2025 dataset; level of theory: ωB97M-V with the def2-TZVPD basis set.

Results
Net charge: 0

Last columns: bonded neighbours and bond lengths (Å).
Element x y z (Å)
1 C -11.9823 14.8626 13.2849  S2 1.840, H5 1.091, H6 1.090, H7 1.090
2 S -10.9503 15.1472 14.7817  C1 1.840, O3 1.528, C4 1.822
3 O -11.9732 15.1705 15.9169  S2 1.528
4 C -10.2249 13.4791 14.8838  S2 1.822, H8 1.091, H9 1.088, H10 1.090
5 H -11.3347 14.8942 12.4077  C1 1.091
6 H -12.8227 15.5398 13.1328  C1 1.090
7 H -12.4787 13.9005 13.4147  C1 1.090
8 H -9.4195 13.5158 15.6182  C4 1.091
9 H -9.8272 13.0675 13.9583  C4 1.088
10 H -10.9678 12.8343 15.3542  C4 1.090
11 C -12.3509 10.3899 9.8456  S12 1.868, H15 1.090, H16 1.090, H17 1.090
12 S -13.2809 11.0220 11.3375  C11 1.868, O13 1.515, C14 1.853
13 O -12.3082 11.9182 12.0765  S12 1.515
14 C -14.3157 12.1900 10.3389  S12 1.853, H18 1.091, H19 1.088, H20 1.089
15 H -11.6332 9.6056 10.0849  C11 1.090
16 H -11.7891 11.1942 9.3705  C11 1.090
17 H -13.0561 9.9651 9.1308  C11 1.090
18 H -14.8226 11.6913 9.5113  C14 1.091
19 H -13.6851 12.9820 9.9394  C14 1.088
20 H -15.1127 12.5036 11.0115  C14 1.089
21 C -12.3153 15.4723 4.6710  S22 1.836, H25 1.091, H26 1.091, H27 1.090
22 S -11.6382 15.4948 6.3771  C21 1.836, O23 1.519, C24 1.803
23 O -12.1030 16.7673 7.0640  S22 1.519
24 C -12.5708 14.1242 7.0862  S22 1.803, H28 1.091, H29 1.088, H30 1.091
25 H -13.3407 15.8241 4.5504  C21 1.091
26 H -12.3169 14.5119 4.1535  C21 1.091
27 H -11.6547 16.1220 4.0970  C21 1.090
28 H -13.6131 14.3876 7.2730  C24 1.091
29 H -12.0574 13.7774 7.9810  C24 1.088
30 H -12.6746 13.3239 6.3515  C24 1.091
31 C -18.0214 12.4592 13.0285  S32 1.829, H35 1.089, H36 1.091, H37 1.092
32 S -18.0677 14.2573 13.3575  C31 1.829, O33 1.515, C34 1.867
33 O -17.9485 14.4073 14.8607  S32 1.515
34 C -16.3547 14.6405 12.7228  S32 1.867, H38 1.090, H39 1.090, H40 1.090
35 H -18.5634 11.8871 13.7804  C31 1.089
36 H -17.0025 12.0695 13.0013  C31 1.091
37 H -18.4517 12.1675 12.0688  C31 1.092
38 H -15.6560 14.0099 13.2735  C34 1.090
39 H -16.1366 15.6718 12.9993  C34 1.090
40 H -16.1838 14.5772 11.6484  C34 1.090
41 C -15.5017 15.9164 15.9572  S42 1.794, H45 1.090, H46 1.089, H47 1.088
42 S -15.6309 17.6191 15.4064  C41 1.794, O43 1.532, C44 1.813
43 O -16.0765 18.4457 16.6174  S42 1.532
44 C -13.8274 17.7991 15.4583  S42 1.813, H48 1.090, H49 1.089, H50 1.090
45 H -14.8532 15.8391 16.8301  C41 1.090
46 H -15.0755 15.2968 15.1690  C41 1.089
47 H -16.4692 15.5183 16.2569  C41 1.088
48 H -13.4441 16.9107 14.9560  C44 1.090
49 H -13.4109 17.8116 16.4643  C44 1.089
50 H -13.6518 18.7735 15.0030  C44 1.090
51 C -8.2492 17.1046 12.1033  C52 1.471, H54 1.090, H55 1.090, H56 1.088
52 C -7.8253 16.0197 13.0014  C51 1.471, N53 1.150
53 N -7.4850 15.1580 13.6826  C52 1.150
54 H -8.4610 17.9834 12.7123  C51 1.090
55 H -9.1672 16.7849 11.6102  C51 1.090
56 H -7.4757 17.3735 11.3873  C51 1.088
57 C -9.8096 18.8004 7.9250  C58 1.441, H60 1.090, H61 1.090, H62 1.089
58 C -8.6236 18.2147 8.4978  C57 1.441, N59 1.152
59 N -7.6783 17.7485 8.9626  C58 1.152
60 H -10.1746 18.1247 7.1509  C57 1.090
61 H -9.5822 19.7460 7.4334  C57 1.090
62 H -10.5821 18.9644 8.6744  C57 1.089
63 C -15.2315 19.1202 8.6583  C64 1.484, H66 1.092, H67 1.087, H68 1.091
64 C -16.5278 18.7675 9.2895  C63 1.484, N65 1.162
65 N -17.5459 18.5450 9.8028  C64 1.162
66 H -15.3209 18.8686 7.5993  C63 1.092
67 H -14.3515 18.6769 9.1163  C63 1.087
68 H -15.1682 20.2041 8.5507  C63 1.091
69 C -9.5142 12.4861 10.8623  C70 1.456, H72 1.090, H73 1.088, H74 1.091
70 C -9.7827 13.7241 10.1444  C69 1.456, N71 1.153
71 N -10.0018 14.6832 9.5424  C70 1.153
72 H -9.4726 11.7716 10.0400  C69 1.090
73 H -10.2526 12.2940 11.6385  C69 1.088
74 H -8.5385 12.6088 11.3342  C69 1.091
75 C -10.6402 18.7770 14.2559  C76 1.474, H78 1.087, H79 1.089, H80 1.090
76 C -10.2102 19.9112 13.4181  C75 1.474, N77 1.136
77 N -9.8763 20.7928 12.7849  C76 1.136
78 H -11.5933 19.0259 14.7146  C75 1.087
79 H -9.8977 18.5426 15.0178  C75 1.089
80 H -10.6885 17.9089 13.5985  C75 1.090
81 N -12.1820 16.7131 9.9627  C82 1.376, C85 1.361, H86 1.008
82 C -12.0382 17.7143 10.8948  N81 1.376, C83 1.387, H87 1.080
83 C -13.2109 17.8458 11.6236  C82 1.387, C84 1.403, H88 1.079
84 C -14.1101 16.9138 11.0846  C83 1.403, C85 1.399, H89 1.079
85 C -13.4213 16.1734 10.1179  N81 1.361, C84 1.399, H90 1.078
86 H -11.5752 16.5067 9.1842  N81 1.008
87 H -11.1208 18.2838 10.8828  C82 1.080
88 H -13.3278 18.6112 12.3748  C83 1.079
89 H -15.1476 16.8754 11.3779  C84 1.079
90 H -13.8317 15.4300 9.4533  C85 1.078

3 unconnected molecules or ions with the total composition C24H51NO12P2S3. Source: the Open Molecules 2025 dataset; level of theory: ωB97M-V with the def2-TZVPD basis set.

Results
Net charge: 0
SMILES: O=S1(=O)C[C@H](CCCSC(=S)N2CCOCC2)CCO1.CCOP(=O)(OCC)OCC.CCOP(=O)(OCC)OCC

Last columns: bonded neighbours and bond lengths (Å).
Element x y z (Å)
1 O 3.8854 -3.1081 -4.7860  S2 1.494
2 S 4.0894 -1.6308 -4.6938  O1 1.494, O3 1.499, C4 1.858, O20 1.654
3 O 5.2620 -1.3458 -3.8051  S2 1.499
4 C 2.5964 -0.8539 -3.9073  S2 1.858, C5 1.599, H21 1.122, H22 1.122
5 C 2.8594 0.7231 -3.9092  C4 1.599, C6 1.599, C18 1.600, H23 1.123
6 C 1.7132 1.5080 -3.1180  C5 1.599, C7 1.599, H24 1.128, H25 1.122
7 C 2.3346 1.9292 -1.7058  C6 1.599, C8 1.585, H26 1.130, H27 1.131
8 C 1.2208 2.3563 -0.6625  C7 1.585, S9 1.869, H28 1.127, H29 1.125
9 S 2.0277 2.9855 0.9012  C8 1.869, C10 1.859
10 C 3.1110 1.6326 1.5733  S9 1.859, S11 1.658, N12 1.437
11 S 2.4058 0.1905 1.9887  C10 1.658
12 N 4.5086 1.9578 1.6503  C10 1.437, C13 1.474, C17 1.470
13 C 5.1576 2.0150 0.3284  N12 1.474, C14 1.593, H30 1.135, H31 1.124
14 C 6.6153 2.6185 0.5511  C13 1.593, O15 1.432, H32 1.134, H33 1.121
15 O 7.3857 1.8714 1.4988  C14 1.432, C16 1.438
16 C 6.6831 1.7671 2.7486  O15 1.438, C17 1.598, H34 1.116, H35 1.137
17 C 5.2559 1.0747 2.5574  N12 1.470, C16 1.598, H36 1.136, H37 1.119
18 C 2.9495 1.1739 -5.4420  C5 1.600, C19 1.580, H38 1.129, H39 1.123
19 C 4.2868 0.5498 -6.0055  C18 1.580, O20 1.461, H40 1.132, H41 1.124
20 O 4.2171 -0.8995 -6.1723  S2 1.654, C19 1.461
21 H 1.6993 -1.1011 -4.5346  C4 1.122
22 H 2.4848 -1.1626 -2.8345  C4 1.122
23 H 3.8229 0.9009 -3.3595  C5 1.123
24 H 1.4608 2.4701 -3.6503  C6 1.128
25 H 0.7879 0.8852 -2.9997  C6 1.122
26 H 2.9727 1.0941 -1.2895  C7 1.130
27 H 2.9799 2.8402 -1.8891  C7 1.131
28 H 0.5723 1.4899 -0.3468  C8 1.127
29 H 0.5814 3.1687 -1.1065  C8 1.125
30 H 5.2518 0.9860 -0.1422  C13 1.135
31 H 4.6118 2.7292 -0.3468  C13 1.124
32 H 6.4627 3.6639 0.9625  C14 1.134
33 H 7.1292 2.7371 -0.4378  C14 1.121
34 H 7.2901 1.2962 3.5585  C16 1.116
35 H 6.4476 2.8334 3.0667  C16 1.137
36 H 5.4889 0.0626 2.0971  C17 1.136
37 H 4.7595 0.8972 3.5439  C17 1.119
38 H 3.0493 2.2984 -5.4326  C18 1.129
39 H 2.0273 0.8442 -5.9917  C18 1.123
40 H 5.1012 0.8326 -5.2724  C19 1.132
41 H 4.5866 0.9734 -7.0020  C19 1.124
42 C 0.9091 -5.2704 -1.4709  C43 1.517, H53 1.096, H54 1.092, H55 1.092
43 C 0.4406 -3.8821 -1.0782  C42 1.517, O44 1.419, H56 1.094, H57 1.093
44 O -0.7055 -3.9279 -0.2424  C43 1.419, P45 1.658
45 P -0.5417 -4.4608 1.3195  O44 1.658, O46 1.525, O47 1.653, O50 1.713
46 O 0.3383 -3.3407 1.8653  P45 1.525
47 O -1.9932 -3.9344 1.9106  P45 1.653, C48 1.425
48 C -2.0617 -2.9742 2.9608  O47 1.425, C49 1.518, H58 1.092, H59 1.093
49 C -2.1576 -1.5656 2.4032  C48 1.518, H60 1.091, H61 1.092, H62 1.093
50 O -1.3708 -5.9024 0.9077  P45 1.713, C51 1.428
51 C -0.7493 -7.1440 1.2418  O50 1.428, C52 1.517, H63 1.095, H64 1.092
52 C -0.2529 -7.1907 2.6741  C51 1.517, H65 1.097, H66 1.092, H67 1.091
53 H 1.3462 -5.7858 -0.6086  C42 1.096
54 H 1.6709 -5.2195 -2.2511  C42 1.092
55 H 0.0744 -5.8773 -1.8282  C42 1.092
56 H 1.2458 -3.3241 -0.5907  C43 1.094
57 H 0.1550 -3.3291 -1.9766  C43 1.093
58 H -1.2162 -3.0814 3.6432  C48 1.092
59 H -2.9621 -3.1939 3.5408  C48 1.093
60 H -1.3700 -1.3606 1.6761  C49 1.091
61 H -2.0947 -0.8273 3.2053  C49 1.092
62 H -3.1073 -1.4313 1.8797  C49 1.093
63 H 0.0735 -7.3382 0.5457  C51 1.095
64 H -1.4948 -7.9262 1.0867  C51 1.092
65 H 0.5704 -6.4834 2.8302  C52 1.097
66 H 0.1118 -8.1898 2.9196  C52 1.092
67 H -1.0516 -6.9233 3.3680  C52 1.091
68 C -7.7385 0.8143 0.5622  C69 1.517, H79 1.096, H80 1.091, H81 1.092
69 C -6.2911 0.4101 0.7707  C68 1.517, O70 1.419, H82 1.094, H83 1.092
70 O -5.3990 1.4730 0.4726  C69 1.419, P71 1.658
71 P -5.3248 2.7732 1.4984  O70 1.658, O72 1.526, O73 1.653, O76 1.713
72 O -4.7593 2.0765 2.7328  P71 1.526
73 O -3.9250 3.4602 0.9491  P71 1.653, C74 1.424
74 C -2.7872 3.5982 1.7943  O73 1.424, C75 1.517, H84 1.092, H85 1.094
75 C -1.8647 2.4022 1.6571  C74 1.517, H86 1.091, H87 1.092, H88 1.092
76 O -6.1138 3.7381 0.3226  P71 1.713, C77 1.428
77 C -7.2739 4.4645 0.7300  O76 1.428, C78 1.517, H89 1.095, H90 1.092
78 C -7.0664 5.2366 2.0188  C77 1.517, H91 1.097, H92 1.092, H93 1.091
79 H -8.0537 1.5249 1.3343  C68 1.096
80 H -8.3981 -0.0536 0.6176  C68 1.091
81 H -7.8722 1.3009 -0.4064  C68 1.092
82 H -6.1308 0.0528 1.7920  C69 1.094
83 H -6.0431 -0.4104 0.0936  C69 1.092
84 H -3.0879 3.7589 2.8314  C74 1.092
85 H -2.2571 4.5011 1.4787  C74 1.094
86 H -2.3970 1.4590 1.7907  C75 1.091
87 H -1.0536 2.4532 2.3864  C75 1.092
88 H -1.4305 2.3739 0.6551  C75 1.092
89 H -8.1188 3.7749 0.8295  C77 1.095
90 H -7.5165 5.1579 -0.0775  C77 1.092
91 H -6.9226 4.5574 2.8675  C78 1.097
92 H -7.9345 5.8626 2.2331  C78 1.092
93 H -6.1799 5.8694 1.9508  C78 1.091

| no. | HOMO level (Eh) | HOMO-LUMO gap (Ha) |
| --- | --- | --- |
| 1 | -0.3089 | 0.2970 |
| 2 | -0.3075 | 0.2752 |